1.
Formula: C36H38N8O2
Source: the OMol25 dataset
Level of theory: ωB97M-V with the def2-TZVPD basis set

Geometry as XYZ:
```
84
Properties=species:S:1:pos:R:3
C 0.272 3.612 -1.897
N 0.410 4.236 -0.580
O 0.506 5.512 -0.476
O 0.515 3.492 0.351
H -0.785 3.721 -2.141
H 0.583 2.568 -1.842
H 0.881 4.046 -2.690
C -4.734 -1.635 -0.209
C -4.176 -0.610 -0.953
C -3.626 0.471 -0.236
N -3.535 0.525 1.106
C -4.091 -0.547 1.814
C -4.696 -1.643 1.175
H -5.206 -2.412 -0.792
H -4.129 -0.658 -2.031
H -3.153 1.253 -0.812
H -3.933 -0.369 2.868
H -5.071 -2.523 1.676
C -2.676 -4.427 1.517
C -3.809 -5.247 1.542
C -4.330 -5.791 0.366
N -3.769 -5.565 -0.854
C -2.719 -4.745 -0.871
C -2.082 -4.222 0.242
H -2.233 -4.061 2.432
H -4.321 -5.416 2.478
H -5.147 -6.492 0.451
H -2.280 -4.581 -1.844
H -1.168 -3.659 0.121
C -0.798 0.050 -2.685
C -0.806 0.682 -3.934
C -1.482 0.025 -4.989
N -1.953 -1.279 -4.915
C -1.847 -1.848 -3.692
C -1.236 -1.247 -2.589
H -0.390 0.513 -1.799
H -0.454 1.700 -4.012
H -1.423 0.528 -5.943
H -2.238 -2.853 -3.643
H -1.215 -1.656 -1.590
C 1.343 0.342 0.685
C 2.236 -0.726 0.627
C 1.780 -1.972 0.893
N 0.507 -2.196 1.274
C -0.400 -1.146 1.297
C -0.031 0.165 1.008
H 1.747 1.326 0.497
H 3.248 -0.553 0.293
H 2.444 -2.796 0.681
H -1.441 -1.325 1.524
H -0.739 0.960 1.194
C 4.035 3.244 1.103
C 3.811 4.274 0.188
C 3.941 3.988 -1.180
N 4.292 2.772 -1.624
C 4.478 1.764 -0.741
C 4.413 1.946 0.649
H 4.013 3.437 2.165
H 3.612 5.287 0.504
H 3.817 4.723 -1.962
H 4.801 0.811 -1.133
H 4.633 1.201 1.399
C 7.007 -3.609 -0.933
C 6.709 -2.356 -0.402
C 6.074 -2.256 0.868
N 5.702 -3.427 1.538
C 5.948 -4.599 0.936
C 6.622 -4.747 -0.246
H 7.451 -3.619 -1.917
H 6.970 -1.419 -0.870
H 5.844 -1.331 1.377
H 5.738 -5.473 1.535
H 6.779 -5.735 -0.653
C -2.380 5.142 1.889
C -2.612 3.812 2.152
C -3.610 3.529 3.084
N -4.244 4.507 3.824
C -4.068 5.789 3.432
C -3.174 6.154 2.491
H -1.586 5.352 1.187
H -1.989 3.044 1.718
H -3.865 2.524 3.388
H -4.621 6.584 3.911
H -2.894 7.163 2.225
```

- total charge = 0
- gap between HOMO and LUMO (eV) = 9.02
- SMILES string = C[N+](=O)[O-].c1ccncc1.c1ccncc1.c1ccncc1.c1ccncc1.c1ccncc1.c1ccncc1.c1ccncc1

2.
Formula: C5H9LiO3
Source: the OMol25 dataset
Level of theory: ωB97M-V with the def2-TZVPD basis set

Geometry as XYZ:
```
18
Properties=species:S:1:pos:R:3
O 0.241 1.192 -0.506
C 0.076 -0.113 -0.389
O 0.232 -0.764 -1.557
Li 1.242 -1.597 0.510
C 1.109 1.830 0.441
H 1.014 1.337 1.420
H 2.137 1.653 0.094
C 0.782 3.302 0.517
H 0.576 3.709 -0.482
H -0.094 3.475 1.157
H 1.636 3.842 0.948
H -0.571 -0.732 -2.100
O -0.907 -1.387 1.112
C -1.788 -2.282 0.888
H -0.881 -4.015 0.068
C -1.478 -3.166 -0.307
H -2.418 -3.592 -0.687
H -0.908 -2.692 -1.127
```

- total charge = 0
- gap between HOMO and LUMO (alpha / beta) (eV) = 4.89 / 4.53

3.
Formula: C27H32N4O6
Source: the OMol25 dataset
Level of theory: ωB97M-V with the def2-TZVPD basis set

Geometry as XYZ:
```
69
Properties=species:S:1:pos:R:3
C -0.874 1.858 2.425
C -1.794 1.703 1.217
O -1.162 1.080 0.121
C -1.018 -0.283 0.097
C -1.410 -1.160 1.090
C -1.221 -2.540 0.985
N -1.706 -3.323 2.039
C -1.119 -3.145 3.353
C -2.145 -3.574 4.405
O -2.545 -4.910 4.211
C -3.082 -5.087 2.920
C -2.074 -4.707 1.831
C -0.603 -3.047 -0.173
O -0.366 -4.393 -0.232
C 0.168 -4.942 -1.421
C 0.254 -6.449 -1.227
C -0.245 -2.172 -1.190
C -0.446 -0.806 -1.074
N -0.124 0.108 -2.086
C 0.519 -0.124 -3.249
O 0.942 -1.194 -3.631
C 0.659 1.142 -4.117
N 1.292 2.243 -3.428
C 2.640 2.593 -3.645
O 3.401 2.017 -4.372
N 2.860 3.706 -2.906
C 1.731 4.092 -2.102
C 1.303 5.568 -2.246
C 0.738 5.969 -0.875
C 1.380 5.003 0.074
C 1.464 5.055 1.452
C 2.105 4.022 2.122
C 2.641 2.948 1.429
C 2.553 2.887 0.046
C 1.932 3.928 -0.613
C 0.668 3.105 -2.581
O -0.499 3.076 -2.269
H 0.004 2.435 2.145
H -0.544 0.889 2.791
H -1.401 2.376 3.222
H -2.071 2.691 0.838
H -2.710 1.164 1.489
H -1.898 -0.798 1.980
H -0.842 -2.102 3.503
H -0.217 -3.770 3.463
H -1.719 -3.524 5.408
H -3.022 -2.910 4.345
H -3.350 -6.142 2.846
H -3.987 -4.470 2.807
H -2.538 -4.814 0.852
H -1.206 -5.378 1.893
H -0.482 -4.706 -2.274
H 1.166 -4.528 -1.617
H -0.734 -6.858 -1.036
H 0.893 -6.678 -0.378
H 0.666 -6.912 -2.118
H 0.219 -2.533 -2.091
H -0.468 1.043 -1.891
H -0.337 1.457 -4.444
H 1.282 0.892 -4.979
H 3.778 4.099 -2.792
H 0.577 5.699 -3.047
H 2.190 6.159 -2.482
H 0.951 7.008 -0.626
H -0.344 5.827 -0.854
H 1.043 5.886 1.998
H 2.184 4.054 3.199
H 3.128 2.150 1.969
H 2.967 2.051 -0.499
```

- total charge = 0
- gap between HOMO and LUMO (eV) = 7.79
- SMILES string = CCOc1cc(N2CCOCC2)c(OCC)cc1NC(=O)CN1C(=O)N[C@@]2(CCc3ccccc32)C1=O

4.
Formula: C4H6B2N2O10
Source: the OMol25 dataset
Level of theory: ωB97M-V with the def2-TZVPD basis set

Geometry as XYZ:
```
24
Properties=species:S:1:pos:R:3
N 1.218 0.645 3.175
B -0.116 1.358 3.009
O -0.393 2.735 3.484
N -1.239 0.614 2.302
O -1.844 -0.148 3.268
H 1.139 -0.389 3.044
H 1.912 1.052 2.508
H -0.584 3.251 2.638
H -0.842 0.023 1.531
H -1.916 1.350 1.956
H -2.410 0.522 3.760
B 0.391 -0.847 -2.360
O 0.347 -0.750 -0.898
C 1.279 0.145 -0.540
O 1.509 0.468 0.614
C 1.946 0.652 -1.711
O 2.843 1.480 -1.725
O 1.437 0.077 -2.810
O 0.685 -2.219 -2.786
C -0.345 -2.620 -3.544
O -0.423 -3.722 -4.063
C -1.319 -1.565 -3.643
O -2.370 -1.614 -4.261
O -0.906 -0.497 -2.948
```

- total charge = 0
- gap between HOMO and LUMO (eV) = 7.81

5.
Formula: C28H34F3IrN3OS3Sb
Source: the OMol25 dataset
Level of theory: ωB97M-V with the def2-TZVPD basis set

Geometry as XYZ:
```
74
Properties=species:S:1:pos:R:3
Ir 1.278 0.420 -1.484
S -0.057 0.981 0.209
C -1.167 -0.388 0.392
N -2.206 -0.283 1.227
C -3.233 -1.326 1.167
C -2.578 -2.674 1.011
N -1.673 -2.653 -0.140
C -1.602 -3.908 -0.908
C -2.874 -4.127 -1.691
C -3.350 -3.140 -2.550
C -4.513 -3.350 -3.275
C -5.203 -4.550 -3.148
C -4.731 -5.534 -2.295
C -3.568 -5.321 -1.565
C -0.967 -1.550 -0.379
S 0.246 -1.569 -1.657
C -2.390 0.777 2.236
C -2.240 0.225 3.629
C -0.979 -0.151 4.086
C -0.826 -0.689 5.353
C -1.937 -0.851 6.175
C -3.193 -0.474 5.728
C -3.345 0.063 4.454
H -3.897 -1.119 0.324
H -3.810 -1.298 2.088
H -3.335 -3.434 0.825
H -2.015 -2.947 1.908
H -1.459 -4.715 -0.187
H -0.722 -3.884 -1.546
H -2.809 -2.206 -2.664
H -4.878 -2.584 -3.945
H -6.109 -4.715 -3.716
H -5.266 -6.469 -2.195
H -3.202 -6.093 -0.897
H -3.379 1.214 2.088
H -1.652 1.552 2.046
H -0.113 -0.025 3.442
H 0.155 -0.976 5.707
H -1.819 -1.266 7.167
H -4.057 -0.592 6.369
H -4.327 0.371 4.112
F 3.680 3.819 -4.824
C 4.638 3.012 -4.349
F 5.057 3.528 -3.175
F 5.665 3.029 -5.196
C 4.116 1.609 -4.147
C 4.686 0.520 -4.783
C 4.215 -0.767 -4.536
C 3.193 -0.937 -3.634
N 2.636 0.125 -3.029
C 3.060 1.376 -3.281
S 2.051 2.510 -2.386
H 5.506 0.678 -5.472
H 4.646 -1.625 -5.032
H 2.794 -1.909 -3.376
C 3.713 0.424 1.435
O 3.384 1.290 0.332
H 4.556 0.813 2.005
H 3.943 -0.579 1.076
H 2.832 0.383 2.071
H 4.189 1.490 -0.161
C 0.113 4.944 0.463
Sb 1.952 3.891 0.515
C 3.387 5.304 -0.106
C 2.327 3.601 2.570
H 0.273 5.845 1.058
H -0.671 4.330 0.896
H -0.138 5.207 -0.562
H 3.334 6.131 0.603
H 3.133 5.639 -1.109
H 4.382 4.865 -0.101
H 2.198 4.578 3.038
H 3.343 3.244 2.718
H 1.611 2.891 2.979
```

- expectation value of S² = 6.026
- total charge = +2
- spin multiplicity = 5
- gap between HOMO and LUMO (alpha / beta) (eV) = 7.30 / 5.87

6.
Formula: C35H37BrP2Zn
Source: the OMol25 dataset
Level of theory: ωB97M-V with the def2-TZVPD basis set

Geometry as XYZ:
```
76
Properties=species:S:1:pos:R:3
Zn -0.703 1.178 -5.028
C -2.136 1.163 -6.486
C -1.968 -0.152 -5.991
C -1.107 -1.195 -6.665
C 0.328 -0.699 -6.994
C 0.903 0.298 -6.037
C 0.829 1.682 -6.210
C 0.065 2.398 -7.271
C -1.357 1.841 -7.597
C 1.258 -0.232 -0.069
H -3.099 1.643 -6.315
H -2.730 -0.545 -5.305
H -1.575 -1.569 -7.598
H -1.040 -2.065 -5.987
H 0.990 -1.579 -7.003
H 0.314 -0.274 -8.005
H 1.514 -0.103 -5.242
H 1.483 2.315 -5.619
H 0.638 2.434 -8.195
H -0.068 3.439 -6.913
H -1.955 2.724 -7.885
H -1.279 1.203 -8.486
H 0.908 0.773 0.198
H 1.944 -0.612 0.699
H 0.394 -0.905 -0.158
P -1.718 -0.440 -1.969
P 2.143 -0.197 -1.610
C -0.310 -0.916 -3.053
C 1.063 -0.890 -2.877
C -2.577 -2.004 -1.675
C -2.869 -2.957 -2.665
C -3.544 -4.131 -2.310
C -3.907 -4.345 -0.972
C -3.592 -3.402 0.020
C -2.930 -2.234 -0.329
C -2.969 0.648 -2.706
C -2.682 1.995 -3.224
C -3.616 3.064 -2.886
C -4.937 2.699 -2.848
C -5.291 1.324 -2.941
C -4.315 0.316 -2.829
C 3.627 -1.230 -1.514
C 3.474 -2.588 -1.185
C 4.599 -3.381 -0.980
C 5.877 -2.843 -1.140
C 6.036 -1.512 -1.548
C 4.913 -0.700 -1.724
C 2.681 1.469 -2.068
C 2.570 2.545 -1.171
C 2.850 3.834 -1.609
C 3.269 4.071 -2.924
C 3.439 2.992 -3.800
C 3.157 1.695 -3.375
H -0.659 -1.560 -3.875
H 1.661 -1.491 -3.589
H -2.579 -2.789 -3.703
H -3.782 -4.875 -3.081
H -4.441 -5.257 -0.700
H -3.865 -3.578 1.065
H -2.677 -1.478 0.415
H -2.654 1.933 -4.347
H -3.247 4.093 -2.818
H -5.722 3.463 -2.722
H -6.352 1.052 -2.943
H -4.644 -0.724 -2.730
H 2.471 -2.999 -1.089
H 4.473 -4.425 -0.699
H 6.758 -3.458 -0.964
H 7.031 -1.100 -1.733
H 5.030 0.345 -2.025
H 2.300 2.370 -0.129
H 2.759 4.669 -0.918
H 3.463 5.080 -3.270
H 3.794 3.162 -4.821
H 3.325 0.865 -4.065
Br -0.581 2.613 -3.041
```

- total charge = 0
- gap between HOMO and LUMO (alpha / beta) (eV) = 5.05 / 4.80

The calculation returns the following F_max values, one per record and in order: 4.1; 6.4; 0.6; 5.3; 0.5; 3.4 eV/Å.